79
Properties=species:S:1:pos:R:3:forces:R:3 method="wB97M-V/def2-TZVPD" e_homo_ev=-11.0 molar_mass_g_mol=485.8 charge=+1 total_energy_ha=-1717.6769 homo_lumo_gap_ev=6.39
C 2.361 -1.739 0.965 1.56 -4.79 -7.67
C 2.586 -2.513 -0.189 -1.97 4.34 7.33
C 2.576 -3.538 -1.510 -0.29 1.09 1.01
C 1.936 -2.706 -2.797 0.56 -0.70 -0.04
C 0.371 -3.167 -3.124 -0.01 1.76 0.63
C -0.653 -1.920 -2.745 -1.95 3.05 -0.98
C -1.026 -0.867 -3.939 -1.61 -0.14 4.84
C -2.061 0.344 -3.550 0.90 -2.02 2.28
C -2.712 0.588 -2.024 2.42 -1.80 -2.50
C -3.742 1.830 -1.981 -1.50 -0.53 -1.32
N -3.221 3.130 -1.415 -1.55 0.26 -1.20
C -2.839 4.087 -2.560 0.88 1.26 0.60
C -2.294 -0.420 -0.815 0.15 0.20 -1.04
C -2.853 -0.220 0.750 2.06 -2.81 -1.10
C -3.757 0.994 1.301 -0.49 -0.09 1.09
C -2.961 2.018 2.370 -1.03 0.34 0.00
C -2.483 3.429 1.716 1.31 0.40 1.34
C -2.156 4.449 3.002 0.96 -0.46 -1.43
C -1.037 3.175 0.982 -0.07 -0.37 -0.04
N -2.460 -1.306 1.781 1.53 0.56 -5.84
Si -2.914 -1.476 3.491 0.57 -2.04 3.39
C -3.481 -3.346 3.726 -0.25 -0.70 -0.17
C -4.198 -0.427 4.332 -2.18 1.67 1.24
C -1.247 -1.352 4.523 0.50 0.56 -0.80
C -1.534 -2.489 1.392 1.55 0.16 -4.52
C -0.890 -2.719 -0.092 -3.11 3.39 2.01
C -1.285 -1.662 -1.265 0.31 -0.74 0.84
H 2.260 -0.978 1.879 0.41 -2.20 -2.70
H 3.674 -3.923 -1.731 -2.38 0.99 0.63
H 1.889 -4.470 -1.252 1.57 1.97 -0.41
H 2.593 -2.985 -3.729 -1.32 0.55 1.77
H 2.049 -1.553 -2.620 -0.40 -2.32 -0.32
H 0.062 -4.101 -2.491 0.63 1.65 -1.56
H 0.324 -3.328 -4.285 -0.31 0.09 2.44
H -0.576 -1.005 -5.028 -1.15 0.39 2.60
H -2.338 1.071 -4.458 0.45 -1.65 2.51
H -4.758 1.451 -1.482 2.35 0.91 -0.76
H -4.094 2.113 -3.090 0.90 -1.30 2.09
H -4.070 3.594 -0.978 1.46 -0.76 -0.57
H -3.769 4.546 -3.102 1.68 -1.09 0.77
H -2.269 4.995 -2.042 -1.20 -1.92 -1.19
H -2.079 3.614 -3.315 -1.63 0.69 1.52
H -4.235 1.758 0.585 1.26 -1.85 0.37
H -4.719 0.497 1.812 2.38 0.94 -0.88
H -2.011 1.509 2.845 -2.05 0.94 -0.75
H -3.798 2.281 3.181 2.05 -0.72 -1.58
H -3.277 3.997 1.072 1.49 -1.53 1.01
H -1.382 3.869 3.669 -1.71 1.27 -0.91
H -3.120 4.801 3.563 2.01 -0.69 -1.00
H -1.544 5.349 2.510 -1.58 -1.72 1.35
H -1.136 2.427 0.058 0.20 1.90 1.94
H -0.342 2.638 1.773 -1.32 1.17 -1.49
H -0.503 4.193 0.673 -1.28 -2.28 0.50
H -4.062 -3.739 2.760 1.33 0.58 2.22
H -4.178 -3.459 4.673 1.33 0.31 -1.99
H -2.516 -3.993 3.958 -2.09 1.12 -0.69
H -4.498 -0.928 5.375 0.89 0.79 -2.34
H -5.231 -0.383 3.734 2.22 0.14 1.34
H -3.828 0.666 4.641 -0.95 -2.38 -0.94
H -1.461 -1.200 5.673 0.59 -0.43 -2.41
H -0.621 -2.318 4.278 -1.08 1.92 0.84
H -0.650 -0.429 4.076 -1.00 -1.80 1.22
H -1.182 -3.320 2.176 -1.32 2.47 -1.56
H -0.166 -3.608 -0.345 -1.70 1.98 0.96
C 5.403 0.184 -0.292 0.19 0.26 0.03
C 5.779 -1.071 -1.062 -0.23 0.03 0.61
O 6.376 -0.737 -2.321 0.96 0.07 -0.23
C 7.676 -0.353 -2.271 0.27 0.24 0.43
O 8.366 -0.281 -1.267 -0.98 -0.18 -1.42
O 8.070 -0.037 -3.530 -0.52 -0.43 0.96
C 9.399 0.474 -3.606 0.61 0.20 -0.12
H 4.776 0.838 -0.905 -0.06 -0.18 0.05
H 4.863 -0.072 0.624 0.04 -0.03 -0.15
H 6.291 0.762 -0.018 -0.06 -0.20 0.00
H 4.873 -1.645 -1.282 0.24 0.14 -0.25
H 6.440 -1.722 -0.477 0.04 0.23 -0.17
H 10.114 -0.198 -3.120 -0.22 0.20 0.04
H 9.440 1.471 -3.158 0.07 -0.22 0.06
H 9.671 0.558 -4.662 -0.34 -0.10 0.16